(1)
The following is a DFT calculation (ωB97M-V/def2-TZVPD) of C4H9NO2 in the gas phase.

Geometry as XYZ:
```
16
Properties=species:S:1:pos:R:3:forces:R:3:lowdin_charge:R:1
C 1.70250 -0.51040 0.98496 0.4 -1.5 0.7 -0.155
N 1.24939 0.59736 0.18471 -0.8 0.9 -0.1 -0.069
C -0.20948 0.65867 -0.09524 0.4 0.3 0.3 -0.290
C -1.10867 -0.11136 0.91643 0.1 -0.1 -1.9 -0.203
O -1.09373 -1.31342 0.93516 -0.1 -0.1 0.6 0.057
C -0.52629 0.20386 -1.51783 -1.2 -1.0 -0.6 -0.198
O -1.94876 0.02934 -1.62530 -0.4 0.1 -0.1 -0.088
H 1.28619 -0.55540 2.00313 -0.2 0.1 -0.1 0.075
H 2.78940 -0.51484 1.14449 -0.2 0.4 -0.4 0.079
H 1.47337 -1.49767 0.53146 0.0 0.7 0.0 0.091
H 1.44473 1.46629 0.66601 0.4 -0.1 0.0 0.101
H -0.54826 1.70878 -0.04600 0.3 -0.3 0.1 0.142
H -1.88985 0.47503 1.42726 0.2 0.0 0.5 0.126
H -0.35882 0.95804 -2.28766 0.7 0.2 0.4 0.121
H -0.05528 -0.73543 -1.85818 0.3 0.4 0.6 0.131
H -2.20644 -0.85885 -1.36338 0.2 0.0 0.1 0.079
```
Positions in Å, forces in eV/Å.

Summary:
E: -9877.57118 eV
Net charge: 0
Kohn-Sham gap: 9.73 eV
Energy above the lowest of the compared OMol25 structures with the same formula, charge and spin: 240.20 kJ/mol
LUMO: 0.65 eV
Highest occupied orbital energy: -9.084 eV

***

(2)
The following is a DFT calculation (ωB97M-V/def2-TZVPD) of C3H3NO4 in the gas phase.

Geometry as XYZ:
```
11
Properties=species:S:1:pos:R:3:forces:R:3:lowdin_charge:R:1
O 2.67122 0.65212 -0.29986 -2.8 -3.1 -0.3 0.099
C 1.62676 -0.01977 -0.24713 0.1 5.5 2.2 -0.426
O 1.32541 -1.22011 0.17116 1.5 -2.0 -0.2 0.067
C -0.03974 -1.49762 0.18912 -2.6 -0.1 1.0 -0.010
C -0.67967 -0.27592 -0.10673 -0.7 -3.0 1.1 -0.377
O -1.92805 0.20672 -0.39334 -2.4 -3.9 1.4 0.040
N 0.28990 0.62115 -0.26064 1.6 4.6 -0.5 0.065
O 0.00295 1.98557 0.52713 1.2 -3.7 -1.0 0.059
H -0.33699 -2.54217 0.72533 0.7 3.0 -2.0 0.175
H -2.69791 -0.54720 -0.17179 3.3 2.9 -0.8 0.223
H -0.23390 2.63721 -0.13325 0.0 -0.1 -0.9 0.084
```
Positions in Å, forces in eV/Å.

Summary:
E: -12835.02681 eV
Net charge: 0
Kohn-Sham gap: 8.34 eV
Energy above the lowest of the compared OMol25 structures with the same formula, charge and spin: 511.01 kJ/mol
LUMO: -0.28 eV
Highest occupied orbital energy: -8.621 eV